1.
{
  "formula": "C43H51AsBaNO5P",
  "method": "ωB97M-V/def2-TZVPD",
  "orbital_gap_ev": 6.733,
  "charge": 0,
  "relative_energy_kcal_mol": 0.0,
  "energy_ev": -127967.9658,
  "species": ["Ba", "O", "C", "C", "C", "C", "C", "C", "C", "C", "N", "H", "H", "H", "H", "H", "H", "H", "H", "H", "H", "H", "O", "C", "C", "C", "C", "C", "C", "C", "P", "C", "C", "C", "C", "C", "C", "C", "C", "C", "C", "C", "C", "H", "H", "H", "H", "H", "H", "H", "H", "H", "H", "H", "H", "H", "H", "C", "As", "C", "C", "H", "H", "H", "H", "H", "H", "H", "H", "H", "C", "C", "C", "O", "H", "H", "H", "H", "H", "H", "C", "C", "C", "C", "C", "C", "C", "C", "C", "C", "O", "O", "H", "H", "H", "H", "H", "H", "H", "H", "H", "H", "H"],
  "xyz": [[-1.03977, 0.00831, -0.52681], [-3.54431, 2.20820, -1.82805], [-4.65235, 2.53917, -0.99687], [-5.85894, 1.75450, -1.46147], [-5.57232, 0.23142, -1.44309], [-5.19328, -0.27056, -0.06720], [-6.24879, -0.61428, 0.79832], [-5.98144, -0.84727, 2.12873], [-4.66006, -0.77272, 2.55773], [-3.70169, -0.46889, 1.61780], [-3.91948, -0.23443, 0.31094], [-2.78287, 2.81385, -1.73905], [-4.87140, 3.59794, -1.12307], [-4.41879, 2.26560, 0.01198], [-6.04565, 2.04975, -2.51234], [-6.66897, 2.03364, -0.81635], [-4.79802, -0.02296, -2.18139], [-6.48873, -0.28947, -1.74114], [-7.28853, -0.64173, 0.42277], [-6.74778, -1.10998, 2.85517], [-4.31651, -0.97436, 3.54642], [-2.64198, -0.47967, 1.91379], [-0.42615, 1.96759, -2.27749], [-0.78564, 3.14548, -2.06599], [0.49082, 4.07036, -2.13360], [0.28282, 5.41992, -2.08099], [1.22426, 6.41647, -2.20383], [2.50728, 6.07374, -2.53575], [2.78982, 4.70297, -2.55488], [1.83497, 3.70093, -2.26411], [2.30250, 1.92195, -1.94884], [2.29016, 1.06680, -3.57421], [2.14336, 1.69238, -4.78172], [1.90588, 0.98950, -5.94898], [1.78684, -0.40354, -5.84807], [1.96932, -1.02731, -4.61504], [2.20022, -0.29351, -3.48415], [4.14788, 1.96191, -1.76713], [5.09102, 1.96015, -2.81799], [6.43654, 2.08667, -2.49681], [6.83925, 2.16717, -1.15258], [5.90339, 2.10554, -0.13088], [4.57110, 2.00669, -0.44907], [-0.74752, 5.77223, -1.96197], [0.89840, 7.43282, -2.09676], [3.23905, 6.76184, -2.88594], [3.82572, 4.37541, -2.74143], [2.14604, 2.75156, -4.80163], [1.76876, 1.49263, -6.87584], [1.64934, -1.01613, -6.72779], [1.92236, -2.12101, -4.55111], [2.24445, -0.81149, -2.54018], [4.78171, 1.79583, -3.84982], [7.16073, 2.15638, -3.30001], [7.91776, 2.24161, -0.98298], [6.23766, 2.15887, 0.89093], [3.80302, 1.93398, 0.31165], [-0.03889, 3.22740, 4.57024], [0.19149, 2.91794, 2.62034], [1.53935, 1.50377, 2.89865], [1.49613, 4.41349, 2.46511], [0.94963, 3.28040, 5.02744], [-0.60909, 2.46123, 5.08448], [-0.52238, 4.18824, 4.72465], [2.28784, 1.92459, 3.58687], [1.99429, 1.26711, 1.93260], [1.01854, 0.61633, 3.30863], [2.24009, 4.35720, 3.28471], [0.97670, 5.39170, 2.49038], [2.03243, 4.32695, 1.50851], [1.68319, -3.89035, -1.97580], [2.30153, -3.13106, -0.84579], [3.30808, -3.86468, -0.01944], [2.02271, -2.01600, -0.50766], [2.35252, -3.82838, -2.85112], [0.69341, -3.48198, -2.25401], [1.57974, -4.92608, -1.65019], [2.81440, -4.67696, 0.51972], [3.75951, -3.17532, 0.72212], [4.09819, -4.30469, -0.63516], [-2.12264, -6.97805, 4.75060], [-1.88683, -5.78575, 3.88031], [-1.44718, -5.96830, 2.59055], [-1.11959, -4.90442, 1.75209], [-0.63776, -5.19945, 0.36200], [-1.24737, -3.54540, 2.20758], [-1.66030, -3.39753, 3.53848], [-1.60507, -1.99965, 4.12475], [-2.02421, -4.49306, 4.34258], [-1.02817, -2.35492, 1.21904], [-0.48340, -1.25184, 1.56578], [-1.40508, -2.52330, 0.03970], [-1.46714, -7.79597, 4.47934], [-3.16953, -7.32346, 4.65810], [-1.98919, -6.71310, 5.79116], [-1.30230, -6.95961, 2.18854], [-0.28147, -6.22569, 0.24842], [0.19829, -4.51891, 0.15999], [-1.37905, -5.01535, -0.40460], [-2.07842, -1.30673, 3.43846], [-0.58878, -1.59802, 4.11707], [-2.04388, -1.88539, 5.09938], [-2.31176, -4.26942, 5.36357]],
  "mulliken_charge": [1.45, -0.36, -0.48, -0.72, -0.97, 0.62, -0.59, -0.58, -0.81, 0.53, 0.32, 0.32, 0.44, 0.28, 0.36, 0.37, 0.24, 0.42, 0.36, 0.40, 0.55, -0.07, -0.45, -0.64, 0.05, -0.63, -0.69, -0.69, -0.27, 0.34, 1.05, -0.05, -0.21, -0.87, -0.61, -0.29, -0.14, 0.12, -0.17, -0.58, -0.51, -0.58, -0.45, 0.40, 0.43, 0.42, 0.30, 0.48, 0.47, 0.39, 0.21, 0.25, 0.38, 0.40, 0.34, 0.43, 0.18, -1.16, 0.37, -0.52, -1.04, 0.33, 0.33, 0.37, 0.48, -0.05, 0.08, 0.35, 0.37, 0.19, -1.15, 0.98, -1.33, -0.46, 0.39, 0.20, 0.47, 0.28, 0.33, 0.42, -1.60, 0.86, -1.01, 1.03, -1.32, -0.24, 1.43, -1.51, -1.08, 1.33, -0.88, -0.93, 0.38, 0.29, 0.37, 0.38, 0.40, -0.19, 0.37, -0.21, 0.28, 0.36, 0.38]
}


2.
{
  "formula": "C43H51AsFI2InN2O7P",
  "method": "ωB97M-V/def2-TZVPD",
  "orbital_gap_ev": 7.905,
  "charge": 1,
  "relative_energy_kcal_mol": 5.8,
  "energy_ev": -156951.7789,
  "species": ["In", "O", "C", "O", "C", "C", "C", "C", "C", "C", "P", "C", "C", "C", "C", "C", "C", "C", "C", "C", "C", "C", "C", "H", "H", "H", "H", "H", "H", "H", "H", "H", "H", "H", "H", "H", "H", "C", "C", "C", "C", "C", "C", "C", "F", "C", "C", "C", "O", "C", "C", "N", "C", "C", "O", "O", "H", "H", "H", "H", "H", "H", "H", "H", "H", "H", "H", "C", "C", "As", "C", "C", "C", "C", "H", "H", "H", "H", "H", "H", "H", "H", "H", "H", "H", "H", "H", "H", "H", "C", "C", "N", "O", "H", "H", "H", "H", "H", "I", "I", "C", "C", "O", "H", "H", "H", "H", "H", "H"],
  "xyz": [[0.10134, -0.89846, 0.60730], [2.99656, -0.92401, 2.44819], [1.90327, -0.54835, 2.89516], [0.76127, -1.10953, 2.64986], [1.87473, 0.69792, 3.71956], [2.84556, 0.90510, 4.69377], [2.83111, 2.06826, 5.44143], [1.86468, 3.03793, 5.19758], [0.91559, 2.84320, 4.20892], [0.90348, 1.66674, 3.46095], [-0.39602, 1.39395, 2.20297], [-1.85440, 1.35870, 3.29424], [-2.71795, 2.43290, 3.47465], [-3.79542, 2.32175, 4.34508], [-4.00285, 1.14662, 5.05243], [-3.12689, 0.07981, 4.89367], [-2.06122, 0.18056, 4.01384], [-0.45401, 2.92927, 1.24101], [-1.58288, 3.23334, 0.48015], [-1.58575, 4.32610, -0.36955], [-0.45377, 5.12227, -0.48324], [0.68289, 4.81297, 0.24823], [0.68565, 3.72029, 1.10461], [3.60225, 0.14840, 4.85299], [3.57356, 2.22618, 6.21232], [1.84969, 3.94798, 5.78308], [0.17025, 3.60800, 4.02483], [-2.56037, 3.35822, 2.93420], [-4.46685, 3.16061, 4.47545], [-4.83914, 1.06591, 5.73447], [-3.27687, -0.83217, 5.45804], [-1.37420, -0.65047, 3.89359], [-2.45933, 2.59845, 0.52245], [-2.46560, 4.54215, -0.96050], [-0.45576, 5.97617, -1.14836], [1.57295, 5.42217, 0.15583], [1.58520, 3.48401, 1.65849], [1.63246, 2.02323, -6.12502], [2.85081, 1.98179, -5.22204], [3.98777, 1.18543, -5.84122], [5.23566, 1.31209, -4.98686], [4.93527, 0.96115, -3.55512], [5.93897, 0.57258, -2.69998], [5.65508, 0.22439, -1.38075], [6.67880, -0.13476, -0.59498], [4.38529, 0.22343, -0.88623], [3.34116, 0.60503, -1.74414], [1.97675, 0.56423, -1.24590], [1.79710, 0.17457, -0.04603], [0.96153, 0.98286, -2.12930], [1.31611, 1.39794, -3.39224], [2.55535, 1.40849, -3.87635], [3.61286, 0.99641, -3.06249], [-0.51159, 1.05474, -1.79742], [-1.26515, 1.62092, -2.57623], [-0.88513, 0.51221, -0.68979], [1.95537, 2.37086, -7.10550], [0.86278, 2.71149, -5.77972], [1.19156, 1.03181, -6.24621], [3.20149, 3.00386, -5.04556], [4.17051, 1.55939, -6.84811], [3.68328, 0.13823, -5.93071], [5.61212, 2.33801, -5.04191], [6.03223, 0.66689, -5.35759], [6.96560, 0.52298, -3.04187], [4.16848, -0.06088, 0.13374], [0.52277, 1.75119, -4.03302], [-5.34015, 0.01628, 0.68256], [-3.91733, -0.23099, 1.16577], [-2.82802, -1.44696, 0.08852], [-3.35957, -0.88146, -1.70418], [-2.67972, -1.59308, -2.86316], [-3.95893, -3.04938, 0.33415], [-3.44164, -4.39727, -0.15505], [-5.85987, 0.66265, 1.39188], [-5.92153, -0.90335, 0.60103], [-5.35698, 0.51480, -0.28630], [-3.91130, -0.64291, 2.17617], [-3.36670, 0.70740, 1.21804], [-3.14965, 0.18665, -1.75050], [-4.44039, -1.03108, -1.73528], [-1.60506, -1.41191, -2.85036], [-3.06169, -1.20559, -3.80852], [-2.85613, -2.67102, -2.85360], [-4.89231, -2.80794, -0.17769], [-4.20096, -3.08785, 1.40070], [-3.09933, -4.35024, -1.18877], [-4.23569, -5.14329, -0.10511], [-2.61531, -4.76896, 0.45128], [0.84092, -3.19361, -3.20312], [0.27885, -3.03538, -1.82584], [-0.28769, -4.07705, -1.24473], [0.32080, -1.91081, -1.27753], [0.12658, -3.69328, -3.85745], [1.74521, -3.80209, -3.14196], [1.08853, -2.21272, -3.59915], [-0.16277, -4.99144, -1.64659], [-0.53230, -4.01251, -0.25917], [2.94214, -2.88744, 1.05095], [3.08940, -5.18073, -0.45365], [-0.51427, -3.91064, 3.91869], [-0.23784, -4.36191, 2.50548], [-0.69306, -3.38356, 1.53444], [-0.14935, -4.65919, 4.62315], [-1.58841, -3.79526, 4.09161], [-0.01791, -2.96309, 4.12284], [-0.72890, -5.31425, 2.28611], [0.82619, -4.48074, 2.31965], [-1.60393, -3.15227, 1.75557]],
  "mulliken_charge": [1.04, -0.86, 0.52, -0.17, 0.32, -0.77, -0.69, -0.83, -0.18, -0.09, 1.75, 0.50, -0.24, -0.75, -0.68, -0.59, -0.66, 0.37, -0.08, -0.72, -0.81, -0.88, -0.93, 0.55, 0.44, 0.46, 0.51, 0.41, 0.47, 0.42, 0.48, 0.31, -0.06, 0.47, 0.42, 0.46, 0.50, -1.93, 0.55, -0.93, -1.15, 1.07, -0.72, -0.21, -0.36, -0.96, 1.04, 0.52, -0.56, -0.95, -0.43, 0.50, -1.02, -0.04, -0.75, 0.68, 0.45, 0.54, 0.34, 0.22, 0.37, 0.31, 0.36, 0.46, 0.54, 0.91, 0.78, -1.52, 0.72, 1.17, -1.02, -0.74, -0.81, -0.87, 0.46, 0.33, 0.31, 0.21, -0.80, 0.35, 0.75, -0.19, 0.45, 0.25, 0.59, 0.51, 0.12, 0.45, -0.01, -1.49, -0.07, 0.40, 0.27, 0.39, 0.38, 0.09, 0.33, -0.18, 0.51, -0.33, -1.12, -0.17, 0.19, 0.48, 0.37, 0.03, 0.33, 0.12, -0.28]
}


What is the charge in the first record?
0


Look up the charge of the second one.
+1


Which value of charge does entry 2 give?
+1